1.
19
Properties=species:S:1:pos:R:3:mulliken_charge:R:1 method="wB97M-V/def2-TZVPD" mol_weight_g_mol=131.08 orbital_gap_ev=11.060 total_charge=+1 e_tot_ev=-16892.4491 homo_ev=-14.56 spin_multiplicity=1
H -2.829 1.928 -1.217 0.309
H 2.317 -1.244 -0.975 0.290
H -3.405 0.544 -0.899 0.286
H 2.007 -2.668 -0.554 0.310
O 1.189 1.276 1.183 -0.560
H -1.245 -1.879 1.168 0.343
H 1.555 2.088 0.807 0.288
H 1.292 1.386 2.138 0.298
O 0.297 2.367 -2.087 -0.549
O 0.844 -1.711 1.452 -0.548
O -2.589 0.996 -1.151 -0.552
H 1.251 2.491 -2.167 0.308
H -0.082 3.195 -2.408 0.300
H 1.122 -0.988 2.027 0.270
H 1.168 -2.512 1.888 0.296
O 2.292 -2.147 -1.306 -0.586
O -2.084 -1.440 0.948 -0.590
H -2.744 -1.839 1.528 0.297
Na -0.356 0.156 -0.375 0.788

2.
82
Properties=species:S:1:pos:R:3:mulliken_charge:R:1 method="wB97M-V/def2-TZVPD" mol_weight_g_mol=730.25 smiles=c1ccccc1.BrCCBr.BrCCBr.CCO.CCO.CCO.CCO.CCO.CCO orbital_gap_ev=9.336 total_charge=0 e_tot_ev=-316079.2426 homo_ev=-9.01 spin_multiplicity=1
H 2.705 4.095 0.300 0.355
H -0.172 -0.898 -1.834 -0.146
O -3.000 0.664 -0.992 -0.097
O -1.919 -1.600 -2.618 -0.481
Br -3.326 -1.833 1.662 -0.145
H -2.829 -0.024 -1.650 0.119
C -2.610 -2.626 -1.893 0.563
C 1.378 2.775 1.309 -0.218
H 3.384 3.470 4.506 0.348
H 0.225 -1.110 1.698 -0.344
H -0.858 -2.280 3.555 0.040
H -1.273 -2.305 5.310 0.354
H 1.572 -2.328 -5.858 0.407
C 1.174 2.400 -2.838 -0.433
H 0.458 4.191 -3.855 0.414
O -0.692 0.230 4.727 -0.393
H -3.720 2.546 -0.853 0.398
C -0.475 -2.194 4.571 -0.934
H 2.180 -0.427 -2.807 0.184
Br 2.970 -3.896 3.685 -0.159
H -0.773 -1.793 0.404 -0.719
H 3.511 -0.926 -5.286 0.337
H 2.382 -3.877 1.267 0.294
H 3.947 -4.566 1.471 0.425
C -2.836 -0.167 2.534 0.182
C 3.930 -2.383 1.459 -0.399
H -2.340 -2.452 -0.851 -0.520
C 3.180 3.887 2.412 -0.294
H -5.064 2.568 -2.861 0.391
H 0.956 -2.220 0.546 -0.107
C 2.787 3.319 3.615 -0.539
H 1.057 -0.650 -5.619 0.243
H 0.728 -1.824 -4.380 0.001
C 2.431 3.677 1.258 -0.611
C -4.583 1.629 -2.591 -1.205
H -2.576 2.347 -2.126 -0.127
H -2.644 -0.386 3.574 0.404
O 1.212 4.689 -1.984 -0.545
C 1.715 2.430 3.653 -0.414
C 0.516 3.779 -2.844 -0.494
H 3.224 -2.137 -4.042 0.218
H 2.080 4.808 -2.384 0.325
H -1.057 0.472 5.581 0.238
H -4.866 0.475 2.838 0.484
H -2.178 -1.612 -3.545 0.193
Br -3.443 2.520 3.198 -0.194
H 0.824 2.574 0.400 0.425
H 1.074 -0.720 4.211 0.076
H -1.094 -4.111 -2.307 0.287
C 0.208 -0.871 4.858 -0.062
C 1.478 -1.528 -5.120 -0.763
C 0.972 2.196 2.503 -0.345
H -3.696 -2.495 -1.927 0.374
C -3.426 1.848 -1.644 0.124
C 3.331 -3.723 1.777 -0.563
C -3.961 0.825 2.346 -0.574
H 1.459 1.914 4.569 0.377
H -2.501 -4.257 -3.351 0.339
H 3.277 -1.572 1.773 0.108
C 2.826 -1.214 -4.487 -0.257
H 4.898 -2.254 1.935 0.446
H -0.504 3.716 -2.457 0.065
O 2.758 -0.178 -3.546 -0.449
H 2.085 2.488 -3.438 0.412
H -2.634 -4.770 -1.708 0.405
O 0.722 -0.631 -1.574 0.165
C 0.603 -0.221 -0.193 -0.178
H -5.317 0.967 -2.128 0.293
H 1.569 0.189 0.091 0.449
H -1.946 0.250 2.069 -0.327
H 4.077 4.493 2.361 0.367
H 0.567 -0.881 5.893 0.465
H -4.203 1.061 1.316 0.149
H -0.174 0.547 -0.143 -0.044
Br 4.108 -2.160 -0.461 -0.143
H -4.254 1.133 -3.510 0.282
H 0.245 -2.996 4.745 0.276
H 1.501 2.117 -1.841 0.034
H 0.094 1.563 2.558 0.531
C 0.219 -1.422 0.646 0.970
C -2.177 -4.000 -2.337 -1.323
H 0.523 1.662 -3.299 0.209

3.
40
Properties=species:S:1:pos:R:3:mulliken_charge:R:1 method="wB97M-V/def2-TZVPD" mol_weight_g_mol=327.65 orbital_gap_ev=8.218 total_charge=0 e_tot_ev=-46390.5115 homo_ev=-8.80 spin_multiplicity=1
C -0.218 2.898 1.294 0.494
C 1.405 -1.475 -0.566 0.304
C -3.310 -2.279 -1.800 -0.424
H 0.934 -3.041 0.806 0.384
H -4.667 -0.866 -1.037 0.432
H -3.162 -0.778 0.835 0.593
H 1.260 3.251 3.846 0.285
S 0.471 1.521 -2.617 0.077
H -3.927 -2.494 -2.665 0.416
C -0.499 -0.002 -1.105 0.481
N 1.535 0.440 -2.102 -0.618
H 1.367 1.493 3.634 0.283
H 1.168 4.550 1.347 0.312
C -0.794 -1.824 0.425 -0.610
C 0.870 -0.358 -1.260 0.936
H 2.996 3.138 2.161 0.363
N 3.325 -2.585 -1.969 -0.585
H -3.482 -0.174 -2.125 0.356
O 3.809 -1.808 0.325 -0.563
C 0.579 -2.176 0.262 -1.001
H -1.446 -2.382 1.074 0.468
H 2.270 1.707 1.420 0.025
H -2.279 -2.424 -2.101 0.248
C -3.616 -0.887 -1.316 -0.785
O -0.187 2.420 2.641 -0.444
H -1.033 3.615 1.183 0.293
H 2.599 -2.496 -2.672 0.268
C 2.051 2.660 1.909 -0.306
H -0.411 2.047 0.633 -0.533
C -1.330 -0.763 -0.241 0.366
H 3.861 -2.624 0.834 0.297
C 1.159 2.434 3.123 -0.466
H 1.419 3.479 -0.037 0.297
C -2.789 -0.398 -0.110 -1.392
H -2.881 0.685 -0.077 0.300
H 3.431 -3.588 -1.831 0.262
B 2.914 -1.961 -0.725 0.454
N -0.843 1.065 -1.834 -0.477
Cl -3.697 -3.529 -0.579 -0.214
C 1.148 3.508 1.018 -0.576

4.
17
Properties=species:S:1:pos:R:3:mulliken_charge:R:1 method="wB97M-V/def2-TZVPD" mol_weight_g_mol=105.21 smiles=CC[C@@H](C)NS orbital_gap_ev=9.973 total_charge=0 e_tot_ev=-16650.2054 homo_ev=-8.96 spin_multiplicity=1
S -2.353 0.267 1.553 -0.197
N -0.857 0.541 0.779 -0.370
H -0.837 -0.810 -0.872 0.307
C 0.039 -1.754 0.897 -1.283
H -0.211 1.038 -2.173 0.264
H 1.721 1.312 -2.284 0.258
C 0.708 1.300 -1.603 -0.925
H 0.450 2.234 -1.139 0.278
H 1.785 -0.659 -1.020 0.329
H 0.723 -1.480 1.673 0.334
C -0.252 -0.564 -0.007 0.034
C 1.098 0.211 -0.590 -0.481
H -0.164 0.764 1.462 0.317
H 1.688 0.726 0.231 0.285
H -0.897 -1.952 1.546 0.285
H 0.316 -2.622 0.437 0.427
H -2.959 1.448 1.111 0.137

5.
122
Properties=species:S:1:pos:R:3:mulliken_charge:R:1 method="wB97M-V/def2-TZVPD" mol_weight_g_mol=1014.28 orbital_gap_ev="7.049 / 7.036" total_charge=+1 e_tot_ev=-177539.4685 homo_ev="-9.40 / -9.37" spin_multiplicity=4 s_squared=3.76
H 14.525 9.850 14.384 -0.857
C 8.170 8.869 14.271 -1.073
C 12.138 12.456 8.339 -0.195
H 15.685 15.900 9.091 0.523
C 15.663 14.033 15.760 -1.277
C 10.477 11.666 6.592 -0.895
H 19.803 14.314 8.897 0.370
Br 18.221 14.655 11.256 -0.128
C 18.688 13.180 7.505 -0.341
C 8.580 15.871 13.248 -1.028
H 10.583 12.582 19.074 0.619
C 9.103 14.844 11.150 -1.871
H 12.547 16.511 14.405 0.395
C 13.226 15.812 13.880 -1.118
H 13.422 10.054 10.122 0.104
C 12.463 17.075 8.589 -0.785
H 9.923 15.599 14.832 0.217
H 10.932 14.928 18.549 0.463
Si 12.310 14.123 13.786 0.558
C 15.827 12.261 10.544 0.337
O 12.803 9.994 10.846 -0.191
H 11.560 15.255 8.052 0.271
H 10.266 10.904 5.808 0.394
H 17.351 11.836 15.747 0.437
C 11.011 12.496 9.332 1.278
C 11.924 7.168 15.464 -0.128
H 14.770 14.577 16.003 0.235
H 8.912 12.948 9.454 0.022
C 16.850 11.851 14.744 -1.210
C 13.996 14.886 9.765 0.869
H 14.656 7.724 13.418 0.588
H 11.642 15.600 16.313 0.237
C 11.768 13.575 15.505 0.907
H 13.998 6.393 15.338 0.346
H 7.247 9.085 14.816 0.410
H 7.991 11.184 11.700 0.473
H 10.449 11.192 12.124 -0.177
H 16.215 13.850 16.696 0.489
C 9.309 9.711 15.023 -0.542
Nd 13.590 11.936 12.229 0.211
H 16.331 14.611 15.110 0.352
C 9.747 11.065 12.954 0.363
C 12.854 9.597 15.741 0.658
H 12.381 9.133 10.814 0.195
H 9.276 10.754 8.086 0.379
C 11.531 12.250 15.848 -0.091
C 11.057 11.927 17.119 -0.338
C 8.251 15.608 11.902 -1.195
C 14.050 9.070 14.951 0.197
H 12.582 11.438 6.463 0.473
H 10.881 9.344 13.450 0.204
C 11.112 14.184 17.792 -1.008
C 10.441 10.166 14.022 0.445
H 12.409 15.713 10.914 0.635
H 11.923 17.680 7.817 0.466
H 14.789 16.896 10.111 0.319
C 8.047 9.176 12.796 -0.840
H 8.751 8.542 12.232 0.248
H 11.830 10.399 7.749 0.292
O 14.737 11.779 10.061 -0.420
C 11.706 15.781 8.978 -1.025
H 10.670 16.007 9.259 0.158
H 7.303 15.877 11.464 0.453
H 8.963 10.629 15.557 0.581
C 17.938 13.565 9.755 0.550
H 17.495 11.952 6.286 0.467
H 10.597 12.596 6.103 0.416
C 17.633 12.356 7.261 -1.093
H 11.108 7.348 14.770 -0.027
H 10.902 11.498 9.743 0.593
C 8.292 10.677 12.646 -1.045
C 11.531 14.502 16.508 -0.334
H 13.478 16.150 12.842 0.166
H 11.348 8.691 17.032 0.392
C 9.721 15.344 13.777 -0.253
C 10.332 14.397 11.687 2.046
H 16.757 10.824 14.398 0.315
H 13.003 8.308 13.198 -0.243
C 10.647 14.643 13.041 0.294
C 9.361 11.718 7.624 -0.931
H 14.536 14.450 10.646 -0.195
C 16.742 12.133 8.311 -0.378
H 8.884 14.637 10.109 0.390
H 7.980 16.537 13.865 0.427
H 14.142 14.219 8.934 -0.194
C 12.500 15.065 10.028 0.229
H 9.751 13.804 8.213 0.225
C 11.821 11.395 7.244 -0.898
H 12.237 13.414 7.826 0.130
H 19.463 13.339 6.721 0.352
H 10.795 10.935 17.453 0.249
H 12.521 17.758 9.475 0.270
H 12.846 5.932 14.065 0.438
C 14.674 16.167 9.281 -1.236
C 12.186 8.337 16.430 -1.632
H 13.123 12.294 8.771 -0.634
H 7.597 11.212 13.317 0.430
H 15.903 11.466 8.167 0.395
C 13.913 16.739 8.118 -0.791
C 18.874 13.720 8.756 -0.684
P 11.969 10.904 14.719 -0.190
C 9.696 12.797 8.688 -0.757
H 14.330 17.665 7.721 0.394
H 14.151 15.748 14.470 0.407
C 16.836 12.720 9.559 0.392
C 10.892 12.853 18.123 -1.144
H 13.928 15.998 7.344 0.336
H 8.410 11.964 7.174 0.472
H 11.658 6.298 16.128 0.412
C 13.184 6.757 14.670 -1.065
H 9.656 9.029 15.828 0.038
C 13.737 7.957 13.958 -0.286
S 15.166 12.430 14.998 0.951
H 8.291 7.788 14.507 0.357
O 16.015 12.328 11.782 -0.355
P 11.622 13.547 10.757 -0.069
H 7.065 8.893 12.481 0.553
H 14.848 8.714 15.660 0.697
H 12.920 8.129 17.224 0.637
H 13.222 10.160 16.601 0.849
H 9.779 12.058 13.422 -0.553
H 17.475 12.496 14.111 0.279

6.
21
Properties=species:S:1:pos:R:3:mulliken_charge:R:1 method="wB97M-V/def2-TZVPD" mol_weight_g_mol=121.16 orbital_gap_ev=7.358 total_charge=-1 e_tot_ev=-11431.5460 homo_ev=-3.37 spin_multiplicity=1
H 0.654 0.321 -1.008 0.128
H 1.932 0.045 2.274 0.269
H -0.105 -1.567 1.892 0.399
H -2.272 -0.557 0.044 0.403
H -0.455 0.440 2.933 0.181
C -1.313 -1.147 0.043 -0.647
H -0.176 -0.597 -3.679 0.189
H -0.726 1.055 -1.630 0.230
O 2.378 0.643 1.619 -0.781
H 0.741 -0.795 0.786 0.318
H 0.050 1.165 -3.445 0.249
H 0.172 -1.861 -1.214 0.334
C -0.603 0.578 1.725 -0.968
H 1.527 1.184 1.351 0.401
C -0.342 -0.762 1.145 -0.275
H -1.659 -2.326 0.175 0.206
C -0.254 0.059 -1.699 -0.083
H -1.575 0.752 1.484 0.487
N -0.728 -1.269 -1.275 -0.554
N 0.232 0.102 -3.120 -0.654
O 0.177 1.675 1.320 -0.833